{
  "formula": "C45H60BrCl54N4O10PS2",
  "method": "wB97M-V/def2-TZVPD",
  "species": ["C", "C", "C", "C", "C", "C", "P", "N", "O", "O", "C", "C", "C", "C", "C", "O", "C", "C", "O", "C", "C", "C", "S", "C", "N", "N", "C", "O", "C", "C", "N", "C", "C", "C", "C", "O", "C", "C", "C", "O", "Br", "O", "S", "O", "O", "H", "H", "H", "H", "H", "H", "H", "H", "H", "H", "H", "H", "H", "H", "H", "H", "H", "H", "H", "H", "H", "H", "H", "H", "H", "H", "H", "H", "H", "H", "H", "H", "H", "H", "H", "H", "H", "H", "H", "H", "H", "H", "C", "Cl", "Cl", "Cl", "H", "C", "Cl", "Cl", "Cl", "H", "C", "Cl", "Cl", "Cl", "H", "C", "Cl", "Cl", "Cl", "H", "C", "Cl", "Cl", "Cl", "H", "C", "Cl", "Cl", "Cl", "H", "C", "Cl", "Cl", "Cl", "H", "C", "Cl", "Cl", "Cl", "H", "C", "Cl", "Cl", "Cl", "H", "C", "Cl", "Cl", "Cl", "H", "C", "Cl", "Cl", "Cl", "H", "C", "Cl", "Cl", "Cl", "H", "C", "Cl", "Cl", "Cl", "H", "C", "Cl", "Cl", "Cl", "H", "C", "Cl", "Cl", "Cl", "H", "C", "Cl", "Cl", "Cl", "H", "C", "Cl", "Cl", "Cl", "H", "C", "Cl", "Cl", "Cl", "H"],
  "positions_angstrom": [[0.455025, -7.891583, 0.668949], [-0.268917, -7.880528, -0.287222], [-1.365002, -7.734213, -1.281200], [-1.996183, -6.320825, -1.125271], [-2.177601, -5.553043, -2.472470], [-1.523450, -4.149712, -2.558706], [0.258072, -4.477500, -2.086270], [0.692897, -5.881304, -2.562072], [0.417013, -4.395224, -0.463538], [1.341917, -3.418004, -2.685804], [-2.228342, -3.049226, -1.660628], [-1.224579, -1.858799, -1.619647], [-1.532678, -0.370366, -1.354705], [-1.301386, -0.048430, 0.164436], [0.041819, 0.631139, 0.449967], [-0.043367, 1.307750, 1.739236], [-0.322499, 0.451089, 2.771424], [0.525963, -0.792345, 3.074465], [-1.239405, 0.690521, 3.506671], [-3.753870, -2.884884, -1.983311], [-4.451965, -1.587882, -1.500008], [-4.208386, -1.197136, -0.009994], [-5.686910, -1.234896, 1.024453], [-5.411007, -2.679137, 2.000180], [-4.267880, -3.285527, 1.977755], [-4.364767, -4.395081, 2.803764], [-5.570136, -4.359163, 3.259436], [-6.299573, -3.313322, 2.808128], [-4.597122, -4.000084, -1.255156], [-5.663070, -4.714902, -2.096465], [-6.449720, -5.573839, -1.151666], [-7.903780, -5.424546, -1.409166], [-8.441163, -4.159216, -0.695393], [-6.101609, -6.959333, -1.344120], [-6.746511, -7.823093, -2.425921], [-5.298373, -7.470370, -0.603193], [-3.936392, -2.957316, -3.530534], [-5.173078, -2.291329, -4.168864], [-4.991315, -0.904957, -4.772891], [-4.339744, -0.662241, -5.723698], [-5.987290, 0.633047, -3.999629], [-2.767560, -2.445602, -4.235289], [-1.668338, -3.632401, -4.320625], [-0.479548, -2.997821, -4.793578], [-2.080734, -4.703709, -5.174750], [0.880800, -7.991969, 1.642488], [-0.925420, -7.871224, -2.273018], [-2.085795, -8.518816, -1.046890], [-1.542252, -5.749081, -0.313327], [-3.013496, -6.538064, -0.771924], [-1.679933, -6.171054, -3.225321], [-3.229704, -5.578552, -2.758012], [1.498580, -5.812840, -3.174223], [1.139533, -3.784818, -0.254748], [1.324884, -2.638523, -2.102073], [-2.201839, -3.527484, -0.669225], [-0.486185, -2.109654, -0.842509], [-0.625170, -1.866698, -2.540814], [-0.739514, 0.214278, -1.843837], [-2.455448, 0.062757, -1.737417], [-2.081935, 0.596243, 0.577061], [-1.357196, -0.985518, 0.738567], [0.888133, -0.054639, 0.498800], [0.189336, 1.440205, -0.270935], [-0.047328, -1.476439, 3.699077], [1.407824, -0.482575, 3.646728], [0.852064, -1.321774, 2.173180], [-4.314528, -0.709658, -2.135373], [-5.528713, -1.798534, -1.541593], [-3.875513, -0.156395, -0.010353], [-3.380094, -1.781095, 0.389525], [-5.897163, -5.149481, 3.920161], [-3.966222, -4.761461, -0.792804], [-5.166801, -3.580766, -0.424302], [-6.395998, -4.055646, -2.568240], [-5.275311, -5.392009, -2.872217], [-8.117711, -5.366274, -2.486264], [-8.414837, -6.270186, -0.938241], [-8.012356, -4.077243, 0.306114], [-9.526057, -4.270464, -0.621143], [-8.171134, -3.288167, -1.302305], [-7.653637, -8.248873, -1.974582], [-7.073539, -7.251939, -3.298136], [-6.096765, -8.664886, -2.654821], [-3.981290, -4.002616, -3.858357], [-5.446117, -2.911566, -5.035235], [-6.071452, -2.259350, -3.554285], [1.634108, 4.645015, 0.469985], [0.155695, 5.074551, -0.375648], [2.701475, 3.728209, -0.596337], [2.458696, 6.074748, 1.092975], [1.368128, 4.012713, 1.308977], [1.829766, -11.240819, -1.151635], [0.614113, -10.017048, -1.488914], [1.205292, -12.867484, -1.478218], [3.299104, -10.944733, -2.086881], [2.082946, -11.184401, -0.100214], [3.194831, 3.494262, 4.434013], [4.513091, 4.111366, 3.436522], [2.310525, 4.827764, 5.180125], [2.107598, 2.483103, 3.476754], [3.619546, 2.884618, 5.221902], [6.299589, 6.311846, 0.817695], [6.311208, 5.688470, -0.831630], [7.479751, 5.451917, 1.818950], [6.622177, 8.042573, 0.839366], [5.314509, 6.143189, 1.235840], [9.806433, 10.236918, 2.688468], [8.522501, 11.389210, 2.312032], [9.297819, 8.594629, 2.285932], [11.291163, 10.656317, 1.835623], [10.000996, 10.280488, 3.753662], [-4.067616, 4.193053, -0.401319], [-2.953395, 3.172015, 0.515435], [-3.407565, 5.816142, -0.602286], [-4.408204, 3.471400, -1.970836], [-4.991631, 4.271304, 0.156946], [3.874301, -0.968586, -0.439112], [2.812576, -1.803825, 0.709745], [3.237401, -1.135338, -2.073451], [4.036076, 0.723342, 0.010454], [4.854827, -1.426276, -0.402628], [-3.363246, -11.681981, -2.245388], [-2.101753, -11.126258, -3.345437], [-4.143524, -10.320419, -1.433357], [-4.559787, -12.656792, -3.105800], [-2.900712, -12.304468, -1.489922], [5.501267, 6.182197, 6.396400], [4.629830, 6.952765, 7.723739], [6.513817, 7.356221, 5.553014], [6.479820, 4.834511, 6.995266], [4.776548, 5.791855, 5.693388], [8.220834, 7.390718, 9.101309], [7.348060, 8.159448, 10.428287], [9.230712, 8.565092, 8.258011], [9.197372, 6.045271, 9.695443], [7.495758, 7.000035, 8.399589], [12.323280, 11.356824, 8.611265], [12.531550, 9.847837, 9.497630], [11.766219, 11.040079, 6.964769], [11.198268, 12.424696, 9.454095], [13.283781, 11.852355, 8.554456], [-3.981461, -3.220087, -7.799446], [-5.288407, -2.152890, -8.339406], [-4.410746, -4.911402, -8.072697], [-2.473142, -2.816340, -8.608201], [-3.840787, -3.072877, -6.735916], [-2.034427, 0.418493, -11.649176], [-1.091727, 1.658771, -10.816556], [-0.966961, -0.702160, -12.501021], [-3.063592, -0.447757, -10.511083], [-2.665520, 0.907473, -12.379960], [12.104817, 7.305402, 4.506134], [11.229707, 8.060383, 5.839375], [13.112227, 8.496588, 3.680405], [13.082125, 5.953519, 5.084182], [11.379622, 6.922782, 3.798724], [-7.309833, 7.078805, -1.163969], [-7.028866, 5.598622, -0.240533], [-7.871155, 6.696235, -2.789526], [-8.471184, 8.117491, -0.332825], [-6.370417, 7.611898, -1.243741], [14.633689, 9.245166, 13.294027], [13.023822, 9.956859, 13.171268], [15.322830, 8.975727, 11.690896], [15.695430, 10.270051, 14.262575], [14.543834, 8.287097, 13.789115], [2.628283, 0.943868, -9.866609], [2.766368, 2.613538, -10.424292], [3.913070, -0.052045, -10.553901], [2.656527, 0.869674, -8.104039], [1.677159, 0.552600, -10.206677], [-6.584532, 9.228541, 2.992410], [-5.602259, 10.423468, 3.840696], [-5.566834, 8.147516, 2.038155], [-7.570353, 8.310168, 4.130907], [-7.247359, 9.752400, 2.315431]],
  "forces_ev_per_a": [[-0.497, 0.115, 0.559], [-0.858, 0.948, 0.549], [1.430, 0.372, 0.673], [-1.301, -0.370, -0.257], [0.693, -1.061, 0.119], [-1.358, 0.166, 0.716], [2.390, -1.977, -0.966], [-0.675, 0.368, -0.514], [-0.757, 1.132, -0.698], [-1.314, 0.427, 1.461], [0.396, -0.454, 0.433], [0.444, 0.568, -0.716], [0.960, 0.416, 1.184], [-0.296, -0.227, -0.180], [-0.576, 0.422, 0.305], [0.212, -0.788, -0.079], [-0.604, -0.587, 0.967], [0.172, 0.304, -0.654], [0.079, 0.485, -0.124], [-0.591, 0.476, -0.282], [-0.396, 0.098, 0.663], [0.697, 0.101, -1.052], [-0.742, -0.203, 0.665], [1.488, -0.391, -0.408], [0.140, 0.122, -0.072], [-0.870, 0.547, -0.034], [1.384, -0.959, 0.051], [-0.362, 0.376, -0.211], [0.135, -0.260, -0.652], [-0.257, -0.827, 0.880], [-0.938, -0.532, -1.170], [0.054, 0.752, 1.135], [0.293, -0.642, -0.738], [0.605, -0.502, 0.468], [-0.578, 0.427, 0.494], [0.186, 0.169, -0.133], [-0.177, -0.283, -0.245], [-0.708, 0.233, -0.419], [0.490, 0.292, -0.385], [0.058, -0.185, 0.128], [-0.048, -0.485, 0.198], [0.096, -0.922, 0.721], [2.228, 0.514, -1.500], [-0.057, 0.650, 0.732], [-1.360, -0.111, 0.753], [0.342, 0.079, -0.308], [-0.304, 0.019, -0.014], [-0.064, 0.098, -0.295], [0.218, -0.060, -0.271], [0.198, 0.231, 0.140], [-0.042, 0.277, 0.020], [0.127, 0.463, 0.068], [0.009, -0.293, 0.068], [0.012, -0.190, 0.262], [0.348, 0.180, -0.628], [-0.084, 0.288, -0.068], [-0.247, -0.108, -0.074], [-0.492, -0.040, -0.077], [-0.234, -0.274, -0.317], [-0.048, -0.381, 0.065], [0.189, 0.035, -0.109], [-0.047, 0.187, -0.013], [-0.039, 0.110, -0.463], [0.297, -0.169, 0.111], [-0.123, 0.238, -0.114], [-0.042, 0.002, -0.233], [-0.073, 0.198, 0.309], [0.318, -0.210, 0.025], [0.174, 0.073, -0.329], [-0.294, -0.112, 0.295], [-0.405, 0.002, 0.435], [-0.815, 0.551, 0.013], [-0.059, 0.080, -0.130], [0.274, 0.139, -0.125], [0.323, 0.160, 0.019], [0.197, 0.433, -0.096], [-0.185, -0.226, 0.162], [0.104, -0.057, -0.373], [-0.044, 0.012, -0.142], [0.088, 0.395, -0.041], [-0.239, 0.143, 0.374], [0.106, 0.056, -0.143], [0.218, -0.172, -0.025], [0.076, 0.248, -0.156], [-0.294, 0.108, 0.344], [0.074, 0.214, 0.031], [0.356, -0.139, 0.285], [-0.022, -0.107, -0.050], [-0.079, 0.070, 0.009], [0.037, 0.012, 0.034], [-0.048, 0.097, 0.029], [0.042, 0.014, -0.006], [-0.146, 0.039, -0.229], [0.619, -1.174, -0.613], [0.020, -0.016, 0.061], [0.009, -0.016, 0.051], [0.004, -0.026, -0.024], [-0.115, -0.001, -0.050], [0.143, -0.081, 0.042], [-0.010, -0.044, 0.016], [0.103, 0.117, 0.012], [0.012, 0.021, -0.014], [0.003, 0.083, -0.097], [-0.037, -0.019, 0.054], [-0.040, -0.036, 0.053], [-0.455, -0.141, -0.201], [0.022, -0.034, -0.010], [0.112, -0.012, -0.031], [-0.008, -0.028, 0.041], [0.403, 0.105, 0.291], [-0.126, 0.156, -0.089], [0.001, -0.013, -0.017], [0.232, -0.157, 0.003], [-0.039, 0.057, 0.068], [-0.034, 0.078, 0.053], [-0.094, -0.057, -0.027], [0.143, -0.036, -0.054], [0.001, 0.193, -0.115], [0.263, -0.271, -0.026], [0.165, 0.171, -0.002], [-0.004, -0.091, 0.035], [-0.064, -0.088, 0.024], [0.006, 0.059, -0.065], [-0.134, -0.023, 0.017], [0.033, -0.038, 0.000], [0.008, -0.027, 0.026], [-0.003, 0.007, -0.017], [0.057, 0.101, 0.004], [0.006, -0.045, -0.034], [-0.001, -0.058, -0.022], [-0.065, -0.011, -0.058], [0.040, 0.027, 0.034], [0.095, 0.060, 0.095], [-0.025, -0.021, -0.042], [-0.156, 0.089, 0.123], [-0.043, -0.010, -0.055], [0.013, -0.002, 0.017], [-0.117, -0.050, 0.057], [0.029, 0.044, -0.070], [0.076, 0.208, 0.086], [0.042, 0.006, -0.006], [-0.022, -0.001, -0.015], [0.122, -0.062, -0.081], [-0.025, -0.072, 0.006], [-0.030, 0.032, 0.067], [-0.020, -0.331, 0.346], [0.039, 0.040, -0.035], [-0.072, -0.067, 0.093], [0.025, 0.051, -0.020], [-0.005, 0.028, -0.014], [0.018, 0.354, -0.326], [0.050, 0.010, -0.008], [0.094, 0.034, 0.052], [0.008, -0.335, -0.268], [0.029, -0.134, 0.066], [-0.051, -0.002, -0.013], [0.021, 0.031, -0.009], [-0.056, 0.014, -0.050], [-0.266, 0.094, 0.017], [0.051, 0.013, 0.026], [0.034, -0.004, 0.002], [-0.001, -0.028, 0.046], [-0.010, 0.121, -0.052], [0.027, -0.052, 0.031], [0.005, -0.046, 0.057], [-0.006, -0.047, 0.013], [0.006, 0.015, -0.012], [0.053, 0.005, 0.022], [-0.045, -0.032, -0.004], [-0.043, 0.003, -0.009], [-0.040, -0.006, -0.029], [0.012, 0.019, 0.002], [0.026, -0.025, 0.076], [-0.028, 0.005, -0.043], [0.048, -0.005, -0.037], [-0.018, 0.016, -0.052], [0.013, -0.024, -0.001]],
  "fmax_ev_per_a": 3.25,
  "e_tot_ha": -31283.9939,
  "total_charge": 0
}